[1]
This record from OMol25 describes a single C3H4N4O molecule in a non-equilibrium geometry. The level of theory is ωB97M-V with the def2-TZVPD basis set.

```
12
Properties=species:S:1:pos:R:3:lowdin_charge:R:1
H -0.282 0.037 1.803 0.147
N 2.311 -1.081 -0.982 -0.005
H -2.685 1.370 -0.998 0.031
N -1.791 0.965 -0.844 0.111
N 1.780 -0.409 -1.811 0.040
H 2.036 -1.444 1.201 0.114
C 0.643 -0.135 0.110 -0.361
N -0.398 0.078 0.820 0.075
O 0.603 0.267 -1.235 -0.009
C -1.558 0.716 0.418 -0.219
H -2.334 0.631 1.262 0.145
C 1.675 -0.997 0.254 -0.068
```

## Properties
frontier orbital gap	9.39	eV
largest force on an atom	6.83	eV/A
E_LUMO	0.4	eV
SMILES	[H]/N=C/Nc1cnno1
ΔE to the lowest compared entry with this formula, charge and spin	79.75	kcal per mole
HOMO	-0.3289	Ha



[2]
This record from OMol25 describes 3 unconnected molecules or ions with the total composition C21H46ClN3O3 in a non-equilibrium geometry. The level of theory is ωB97M-V with the def2-TZVPD basis set.

```
74
Properties=species:S:1:pos:R:3:lowdin_charge:R:1
H 5.395 -2.079 -0.820 0.104
C 5.955 -0.403 0.523 -0.249
C -0.849 -2.314 2.004 -0.251
H -0.579 -0.461 2.953 0.062
H -0.331 -3.693 0.326 0.116
C 4.828 -2.698 1.257 -0.199
H -6.822 -3.202 -0.542 0.065
H 0.972 -0.375 -2.152 0.137
H -3.979 6.063 -1.152 0.105
H -3.248 7.439 0.795 0.077
H -4.916 -4.803 -1.103 0.105
C -3.376 6.964 -1.305 -0.281
H -4.558 -3.824 -2.510 0.117
H 0.882 0.496 1.719 0.085
H -2.016 8.232 -0.208 0.082
H -3.460 -4.546 1.363 0.074
H -5.326 -2.193 0.708 0.108
O -4.065 -2.946 -0.754 -0.169
H 3.369 1.460 -0.731 0.069
H -4.081 7.775 -1.508 0.118
H -1.060 5.851 -3.393 0.118
C 1.544 -0.555 -0.021 -0.299
C 5.869 -1.982 0.228 -0.208
C -2.123 4.420 -2.213 -0.088
H -6.404 -2.255 -1.967 0.083
H 4.787 -2.186 2.269 0.111
O 2.809 -0.806 3.292 0.025
H 2.072 -3.288 2.083 0.154
N 3.522 -2.778 0.538 -0.071
H 0.689 2.036 -2.406 0.103
O -2.575 6.825 -2.471 -0.162
H -3.607 -2.091 1.024 0.096
C -4.949 -3.780 -1.491 -0.281
H -0.149 -2.763 2.779 0.115
C 1.189 1.709 -1.422 -0.659
H -2.841 4.167 -3.000 0.084
C 2.338 -0.986 2.135 -0.303
H 3.168 1.537 -2.580 0.092
H 6.878 -2.510 0.208 0.101
H 5.240 -3.770 1.380 0.118
H 6.478 0.185 -0.307 0.103
H -1.283 -0.340 1.408 0.059
H -0.391 0.116 -1.032 0.105
C 2.758 1.930 -1.586 -0.126
C -6.377 -3.261 -1.537 -0.081
H 7.284 -1.215 2.119 0.072
N -1.232 -0.889 2.279 -0.012
C -4.420 -4.028 1.426 -0.083
C -0.282 -2.575 0.531 -0.134
C -1.572 5.820 -2.428 -0.276
N 1.732 0.090 1.309 0.078
H 7.429 0.678 1.923 0.074
H 1.567 -2.731 -0.602 0.133
H -1.314 3.686 -2.225 0.035
C -4.384 -2.743 0.616 -0.277
H -7.002 -3.920 -2.144 0.078
C 6.734 -0.231 1.930 -0.124
H -5.187 -4.717 1.067 0.066
H 2.626 -0.551 -0.427 0.128
H -2.641 4.328 -1.257 0.066
H -1.861 6.525 0.197 0.064
C 0.742 0.196 -1.176 -0.178
H -4.632 -3.809 2.476 0.082
H 4.864 -0.055 0.668 0.089
H -1.835 -2.911 2.078 0.085
H 3.009 3.052 -1.557 0.084
C 2.358 -2.426 1.394 -0.186
Cl 0.435 2.738 -0.079 0.545
H 3.390 -3.703 0.094 0.125
C -2.579 7.307 -0.058 -0.081
H 5.920 -0.155 2.738 0.072
H -0.929 -2.056 -0.273 0.115
H -0.820 6.066 -1.672 0.105
C 1.224 -2.087 0.275 -0.206
```

## Properties
frontier orbital gap	9.59	eV
largest force on an atom	4.47	eV/A
E_LUMO	0.6	eV
SMILES	CCCCN[C@H]1C(=O)N[C@H](C[C@H](C)Cl)[C@@H]1CCN.CCOCC.CCOCC
HOMO	-0.3314	Ha



[3]
This record from OMol25 describes a molecular structure, C19H15FeN2O4S. The level of theory is ωB97M-V with the def2-TZVPD basis set.

```
42
Properties=species:S:1:pos:R:3:mulliken_spin:R:1
H 3.832 0.695 -1.060 0.000
H 4.554 3.053 -1.341 0.000
H 0.851 -3.680 -6.410 0.000
O -2.081 0.010 -0.665 0.088
N 0.521 -0.946 -2.320 0.021
S 2.112 -0.951 -2.560 -0.001
C 2.190 1.438 -3.948 0.000
H 3.020 -3.372 -7.548 0.000
C -3.112 -0.292 0.076 0.012
H 2.243 3.332 -4.938 0.000
C 0.330 -3.100 1.489 -0.008
C -3.174 -2.828 2.952 0.004
Fe -0.479 -1.072 -0.623 3.816
C 2.839 -2.897 -6.594 0.000
H 4.369 -0.879 -4.344 0.000
O 0.879 -4.037 2.228 0.002
H 1.804 -4.162 1.958 0.000
C 2.373 -1.675 -4.172 0.006
H -4.641 -1.442 2.157 0.000
H 0.439 -2.604 -4.218 -0.001
O -4.212 0.193 0.049 0.017
C 3.892 2.599 -2.065 0.000
N -1.567 -1.863 0.979 0.020
C 2.646 0.717 -2.850 0.006
C 1.381 -2.463 -4.731 0.000
H 1.544 0.976 -4.685 -0.001
O 0.917 -2.498 0.600 0.023
H 4.780 -1.983 -6.510 0.000
H -3.812 -3.214 3.735 0.000
C -3.643 -1.853 2.089 0.000
C 3.830 -2.116 -6.012 0.000
C 1.620 -3.070 -5.957 -0.001
C 3.439 3.330 -3.152 0.001
C -2.789 -1.383 1.097 -0.005
C 2.589 2.754 -4.091 0.000
C -1.097 -2.789 1.812 -0.009
C 3.603 -1.498 -4.794 0.000
H 3.751 4.359 -3.273 0.000
H 0.018 -0.468 -3.065 0.011
C 3.491 1.279 -1.905 0.001
C -1.867 -3.313 2.826 -0.001
H -1.471 -4.063 3.494 0.000
```

## Properties
frontier orbital gap (alpha / beta)	8.62 / 8.62	eV
largest force on an atom	0.21	eV/A
E_LUMO (alpha / beta)	-3.6 / -3.7	eV
total charge	+1
spin multiplicity	5
ΔE to the lowest compared entry with this formula, charge and spin	0.00	kcal per mole
HOMO (alpha / beta)	-0.4500 / -0.4544	Ha



[4]
This record from OMol25 describes 2 unconnected molecules or ions with the total composition C5H11ClNO2P in a non-equilibrium geometry. The level of theory is ωB97M-V with the def2-TZVPD basis set.

```
21
Properties=species:S:1:pos:R:3:lowdin_charge:R:1
H -2.056 3.027 -0.869 0.128
H -3.677 1.394 0.808 0.066
H -1.910 0.049 -0.330 0.120
H 0.834 -0.180 0.022 0.051
N 2.209 -1.705 -0.274 -0.550
O -1.243 0.764 -2.094 -0.259
C -1.612 0.907 -0.878 -0.544
C 3.162 -2.616 0.351 -0.115
O -0.953 1.668 0.100 -0.037
C -2.177 2.196 -0.214 -0.358
P 2.205 -1.702 -1.975 0.662
H 3.726 -3.086 -0.434 0.056
H -3.860 3.121 0.730 0.059
H -2.575 2.490 1.833 0.139
H 2.071 -0.580 1.331 0.069
H 0.612 -1.492 1.058 0.090
Cl 0.813 -0.344 -2.408 0.426
H 3.609 -1.928 1.045 0.091
H 2.589 -3.366 0.764 0.066
C 1.402 -0.942 0.631 -0.104
C -3.168 2.326 0.802 -0.058
```

## Properties
frontier orbital gap (alpha / beta)	5.87 / 3.14	eV
largest force on an atom	4.15	eV/A
E_LUMO (alpha / beta)	-1.5 / -2.7	eV
ΔE to the lowest compared entry with this formula, charge and spin	6.73	kcal per mole
HOMO (alpha / beta)	-0.2716 / -0.2145	Ha